# 1
The molecule C4H5NO2. Source: the Open Molecules 2025 dataset; level of theory: ωB97M-V/def2-TZVPD.

Results
* energy: -9809.9362 eV
* orbital gap (spin up / spin down): 8.4 / 8.4 eV
* 2S+1: 1
* net charge: 0

Atoms and positions in Å:
O 0.48 -1.25 -0.91
C 1.23 -0.24 -0.47
C 0.84 0.64 0.50
C -0.77 1.22 0.30
N -0.39 0.32 1.21
C -0.75 -1.56 -0.25
O -1.78 -1.41 -0.84
H 2.21 -0.23 -0.93
H 1.54 1.40 0.84
H -1.50 0.96 -0.49
H -0.54 2.29 0.38
H -0.57 -2.13 0.66

***

# 2
A cluster of 2 separate species, C2H2FN in total. Source: the Open Molecules 2025 dataset; level of theory: ωB97M-V/def2-TZVPD.

Results
* energy: -6309.8066 eV
* orbital gap: 10.4 eV
* 2S+1: 1
* SMILES string: C1=CN=1.F
* net charge: 0

Atoms and positions in Å:
C 0.22 -0.34 -0.04
C 0.97 0.40 0.86
N -0.05 -0.26 1.32
F -1.69 -0.31 -1.82
H -0.99 -0.72 -1.44
H 1.54 1.23 1.11

***

# 3
A cluster of 9 separate species, C34H75F4NO19S2 in total. Source: the Open Molecules 2025 dataset; level of theory: ωB97M-V/def2-TZVPD.

Results
* energy: -109402.7905 eV
* orbital gap: 8.6 eV
* 2S+1: 1
* SMILES string: CC[C@H](F)[C@](COCS(=O)(=O)C(F)(F)F)(Cc1ccccc1C)NCCCS.OCCO.OCCO.OCCO.OCCO.OCCO.OCCO.OCCO.OCCO
* net charge: 0

Atoms and positions in Å:
C -2.35 1.91 0.00
C -1.74 0.84 0.91
C -2.27 -0.55 0.63
F -3.62 -0.46 0.21
C -2.28 -1.50 1.84
C -0.89 -1.53 2.47
O 0.08 -1.71 1.44
C 1.36 -1.87 1.98
S 2.53 -1.95 0.63
O 3.81 -2.28 1.19
O 1.98 -2.68 -0.47
C 2.66 -0.15 0.09
F 3.90 0.30 0.35
F 1.78 0.62 0.77
F 2.42 -0.06 -1.22
C -2.72 -2.94 1.44
C -2.22 -3.51 0.13
C -2.93 -3.19 -1.04
C -2.53 -3.66 -2.28
C -1.40 -4.47 -2.37
C -0.71 -4.81 -1.22
C -1.10 -4.34 0.03
C -0.29 -4.79 1.22
N -3.20 -0.91 2.81
C -3.15 -1.38 4.19
C -2.49 -0.38 5.13
C -3.18 0.99 5.08
S -2.45 2.14 6.28
H -1.58 2.64 -0.27
H -3.14 2.47 0.50
H -2.72 1.50 -0.94
H -1.93 1.11 1.96
H -0.66 0.83 0.79
H -1.71 -1.00 -0.19
H -0.68 -0.61 3.03
H -0.82 -2.36 3.17
H 1.49 -2.82 2.51
H 1.64 -1.02 2.61
H -3.81 -2.93 1.40
H -2.46 -3.61 2.26
H -3.80 -2.56 -0.96
H -3.08 -3.40 -3.18
H -1.07 -4.84 -3.34
H 0.17 -5.44 -1.29
H -0.49 -4.21 2.12
H -0.50 -5.84 1.44
H 0.77 -4.71 0.98
H -4.14 -1.00 2.45
H -4.18 -1.52 4.52
H -2.68 -2.36 4.27
H -1.43 -0.24 4.91
H -2.55 -0.73 6.16
H -3.11 1.43 4.10
H -4.24 0.88 5.33
H -1.70 2.82 5.41
C -4.97 4.76 -3.54
C -3.60 4.11 -3.54
O -3.67 2.86 -2.87
O -5.45 4.91 -2.22
H -4.92 5.75 -3.99
H -5.67 4.15 -4.13
H -2.89 4.71 -2.98
H -3.23 3.99 -4.57
H -4.21 2.26 -3.39
H -5.21 4.10 -1.75
C 5.05 -1.13 -3.94
C 5.82 0.17 -3.86
O 4.90 1.27 -3.82
O 4.20 -1.16 -5.08
H 5.73 -1.98 -4.02
H 4.45 -1.26 -3.03
H 6.42 0.31 -4.76
H 6.48 0.18 -2.99
H 4.45 1.25 -2.97
H 3.84 -0.27 -5.16
C 1.53 1.14 3.75
C 2.51 2.00 2.99
O 3.54 2.50 3.85
O 0.94 1.84 4.83
H 0.72 0.82 3.10
H 2.05 0.25 4.13
H 2.00 2.89 2.61
H 2.95 1.45 2.15
H 4.13 1.77 4.08
H 1.64 2.39 5.22
C -7.25 1.32 0.19
C -7.20 1.60 -1.30
O -5.90 1.29 -1.81
O -6.24 2.03 0.88
H -8.21 1.63 0.60
H -7.13 0.24 0.36
H -7.34 2.66 -1.49
H -7.98 1.04 -1.83
H -5.78 0.34 -1.76
H -5.44 1.96 0.34
C 6.33 -4.33 -6.60
C 4.95 -4.69 -7.10
O 4.03 -4.75 -6.01
O 6.78 -5.25 -5.62
H 7.05 -4.34 -7.42
H 6.31 -3.32 -6.18
H 4.96 -5.69 -7.53
H 4.62 -3.98 -7.86
H 3.88 -3.84 -5.70
H 6.01 -5.46 -5.08
C 4.49 5.38 1.30
C 5.42 4.37 0.66
O 4.90 3.06 0.85
O 4.30 5.13 2.68
H 4.90 6.39 1.21
H 3.52 5.36 0.78
H 6.38 4.39 1.17
H 5.57 4.59 -0.40
H 4.12 2.96 0.30
H 4.23 4.17 2.81
C -6.69 -3.01 5.13
C -8.09 -2.44 5.02
O -8.82 -3.11 3.99
O -6.01 -2.92 3.89
H -6.11 -2.46 5.87
H -6.75 -4.06 5.44
H -8.04 -1.40 4.71
H -8.61 -2.50 5.98
H -9.03 -4.00 4.29
H -6.67 -3.13 3.21
C 7.81 3.02 -3.18
C 7.83 4.45 -2.69
O 8.44 5.30 -3.66
O 9.12 2.55 -3.45
H 7.38 2.36 -2.41
H 7.18 2.94 -4.08
H 8.44 4.53 -1.80
H 6.81 4.79 -2.46
H 7.85 5.37 -4.42
H 9.58 3.28 -3.87

***

# 4
A cluster of 2 separate species, C3H13N2 in total. Source: the Open Molecules 2025 dataset; level of theory: ωB97M-V/def2-TZVPD.

Results
* energy: -6280.7799 eV
* orbital gap (spin up / spin down): 14.0 / 7.0 eV
* 2S+1: 2
* net charge: +2

Atoms and positions in Å:
C -0.85 -0.32 -1.37
N 0.17 -0.12 -0.30
C 1.04 -1.32 -0.14
C 1.00 1.09 -0.64
H -1.26 -1.32 -1.34
H -0.34 -0.13 -2.31
H -1.64 0.41 -1.22
H 1.79 -1.02 0.59
H 0.51 -2.19 0.28
H 1.45 -1.63 -1.11
H 1.75 1.33 0.10
H 0.33 1.92 -0.86
H 1.57 0.96 -1.56
N -1.19 0.53 2.13
H -0.37 -0.10 0.64
H -0.71 1.40 2.27
H -2.18 0.62 1.90
H -1.06 -0.11 2.94

***

# 5
A cluster of 7 separate species, H14O7 in total. Source: the Open Molecules 2025 dataset; level of theory: ωB97M-V/def2-TZVPD.

Results
* energy: -14559.5285 eV
* orbital gap: 10.9 eV
* 2S+1: 1
* SMILES string: O.O.O.O.O.O.O
* net charge: 0

Atoms and positions in Å:
O 0.89 -1.05 2.23
H 1.52 -1.46 1.63
H 0.30 -0.59 1.60
O -1.25 -1.86 -3.26
H -1.59 -1.38 -2.50
H -0.73 -1.27 -3.78
O 1.92 -0.44 -1.24
H 2.52 -0.47 -0.51
H 2.32 0.18 -1.86
O -0.51 0.82 0.39
H -1.11 0.55 -0.27
H 0.28 1.10 -0.03
O 1.76 2.66 -0.04
H 1.87 3.44 -0.55
H 1.59 2.88 0.89
O -2.06 -1.20 -0.76
H -2.55 -2.01 -0.77
H -1.20 -1.64 -0.55
O -1.48 0.25 2.99
H -1.65 0.71 3.85
H -0.85 0.77 2.56

***

# 6
A cluster of 3 separate species, C5H10 in total. Source: the Open Molecules 2025 dataset; level of theory: ωB97M-V/def2-TZVPD.

Results
* energy: -5342.4235 eV
* orbital gap: 10.7 eV
* 2S+1: 1
* SMILES string: C1=CC1.[H][H].C=C
* net charge: 0

Atoms and positions in Å:
C 2.03 -0.08 0.71
C 1.45 -1.19 0.26
C -1.34 -0.71 -0.88
C -1.60 0.54 -1.07
C -1.82 0.04 0.33
H 1.85 0.28 1.72
H 2.70 0.51 0.09
H 0.73 1.79 0.06
H 1.63 -1.55 -0.75
H 0.78 -1.78 0.88
H -1.00 -1.66 -1.26
H -1.63 1.41 -1.71
H 0.16 2.20 -0.19
H -1.10 0.30 1.12
H -2.84 -0.11 0.69